--- P ---
{
  "formula": "C4H9NO3",
  "method": "ωB97M-V with the def2-TZVPD basis set",
  "elements": ["C", "C", "O", "H", "H", "H", "H", "C", "N", "C", "O", "O", "H", "H", "H", "H", "H"],
  "positions_angstrom": [[2.13339, 0.32823, -0.48828], [0.91526, -0.56896, -0.34594], [-0.14011, -0.24939, -1.24433], [1.21673, -1.61877, -0.45377], [2.64588, 0.09497, -1.41842], [1.84503, 1.37782, -0.53106], [2.80969, 0.17221, 0.35105], [-1.19924, -0.38507, -0.08224], [-2.10338, 0.69026, -0.08359], [0.00383, -0.36191, 0.89294], [-1.84958, -1.58165, -0.06265], [0.15905, 0.84320, 1.57780], [-2.53548, -1.58815, -0.74356], [0.27616, 1.52537, 0.89238], [-2.26382, 1.05478, 0.84851], [-1.89613, 1.44194, -0.72660], [-0.01727, -1.17489, 1.61777]],
  "nbo_charge": [-0.632, 0.074, -0.569, 0.172, 0.224, 0.197, 0.223, 0.621, -0.886, 0.032, -0.691, -0.692, 0.489, 0.467, 0.391, 0.390, 0.191],
  "smiles": "C[C@@H]1O[C@@](N)(O)[C@@H]1O",
  "total_charge": 0,
  "orbital_gap_ev": 10.49
}



--- Q ---
{
  "formula": "C4H9NO3",
  "method": "ωB97M-V with the def2-TZVPD basis set",
  "elements": ["C", "C", "N", "C", "C", "O", "O", "H", "H", "H", "H", "H", "H", "H", "H", "H", "O"],
  "positions_angstrom": [[-1.07353, -0.48053, -0.05568], [-0.43467, 0.76478, 0.22865], [0.83687, 0.69306, 0.81032], [1.59848, -0.58616, 0.60863], [1.92034, -1.15347, -0.74377], [2.94479, -1.94443, -0.76638], [-0.93632, 1.94952, 0.06891], [-1.97891, -0.59539, -0.59452], [-0.82928, -1.45717, 0.39510], [0.92181, -1.46903, -1.25736], [1.49653, 1.39599, 0.70489], [2.54197, -0.27938, 1.03638], [1.27482, -1.50130, 1.13623], [2.15188, -0.27923, -1.42870], [-4.25017, 1.90332, -0.14511], [-2.63438, 1.74814, 0.02664], [-3.55022, 1.29130, -0.02423]],
  "nbo_charge": [-0.223, 0.510, -0.498, -0.281, -0.060, -0.483, -0.624, 0.244, 0.223, 0.229, 0.409, 0.219, 0.203, 0.169, 0.472, 0.503, -1.013],
  "total_charge": 0,
  "orbital_gap_ev": 4.89
}



Most stable to least stable, the ends of the list are P and Q.



--- P ---
{
  "formula": "C4H9NO3",
  "method": "ωB97M-V with the def2-TZVPD basis set",
  "elements": ["O", "C", "N", "C", "C", "C", "O", "H", "H", "H", "H", "H", "H", "H", "H", "H", "O"],
  "positions_angstrom": [[2.33931, 1.03852, 2.17780], [1.98626, 0.74907, 1.04823], [0.98220, -0.13771, 0.80817], [0.43477, -0.33302, -0.54813], [-0.52164, 0.81240, -0.93658], [-0.96561, 0.54573, -2.33007], [-0.68433, 1.20536, -3.29525], [2.48214, 1.18247, 0.17027], [0.49466, -0.55976, 1.58075], [-0.01240, -1.31944, -0.61803], [1.32926, -0.33677, -1.17680], [-0.06647, 1.79781, -0.85781], [-1.37004, 0.79535, -0.24842], [-1.55758, -0.38616, -2.44755], [-1.37721, -2.11305, 2.80503], [-2.11381, -1.15652, 1.97285], [-1.37951, -1.78430, 1.89554]],
  "nbo_charge": [-0.609, 0.518, -0.626, -0.215, -0.522, 0.442, -0.506, 0.114, 0.422, 0.221, 0.204, 0.231, 0.221, 0.097, 0.477, 0.471, -0.940],
  "smiles": "O=CCCNC=O.O",
  "total_charge": 0,
  "orbital_gap_ev": 9.88
}



--- Q ---
{
  "formula": "C4H9NO3",
  "method": "ωB97M-V with the def2-TZVPD basis set",
  "elements": ["C", "C", "C", "C", "O", "N", "H", "H", "H", "H", "H", "H", "H", "O", "O", "H", "H"],
  "positions_angstrom": [[-1.32843, -1.40559, 0.18104], [-0.39529, 1.06407, 0.10671], [-0.18661, -0.50130, -0.17797], [-1.56731, 1.56191, 0.53003], [0.44387, 1.86276, -0.58742], [0.62548, -0.77833, -1.12197], [1.14959, 1.28904, -0.94794], [0.63590, -1.74613, -1.42723], [-2.17273, -1.21426, -0.47991], [-1.04510, -2.44684, 0.02549], [-1.64712, -1.26014, 1.21026], [-2.38244, 0.94436, 0.85957], [-1.81756, 2.60015, 0.38656], [2.23996, -0.19003, 1.06944], [2.90384, -0.01957, -0.19849], [2.33649, -0.59801, -0.77296], [2.20749, 0.83791, 1.34479]],
  "nbo_charge": [-0.692, 0.256, 0.344, -0.475, -0.685, -0.727, 0.506, 0.361, 0.244, 0.223, 0.232, 0.204, 0.217, -0.469, -0.486, 0.476, 0.470],
  "smiles": "[H]/N=C(\\C)C(=C)O.OO",
  "total_charge": 0,
  "orbital_gap_ev": 9.55
}



--- R ---
{
  "formula": "C4H9NO3",
  "method": "ωB97M-V with the def2-TZVPD basis set",
  "elements": ["C", "N", "C", "C", "C", "O", "O", "H", "H", "H", "H", "H", "H", "H", "H", "H", "O"],
  "positions_angstrom": [[1.51992, -1.07695, -0.89035], [0.87802, -0.63913, 0.22444], [-1.45143, -1.34158, 0.36457], [-0.52407, -0.20677, 0.11427], [-0.83079, 1.01887, 1.05718], [-0.17425, 1.22848, 2.04347], [2.64846, -1.52608, -0.84070], [0.99139, -0.98434, -1.84495], [1.38708, -0.60077, 1.03448], [-1.27992, -1.46167, 1.48387], [-1.25671, -2.24621, -0.18198], [-2.48742, -1.04274, 0.34830], [-0.67899, 0.14596, -0.94053], [-1.66076, 1.69613, 0.80131], [1.20538, 1.74863, -0.45579], [1.12671, 3.03720, -1.26445], [0.58738, 2.25099, -1.05314]],
  "nbo_charge": [0.520, -0.633, -0.616, -0.157, 0.451, -0.526, -0.601, 0.121, 0.416, 0.209, 0.231, 0.218, 0.224, 0.136, 0.478, 0.480, -0.951],
  "smiles": "C[C@@H](C=O)NC=O.O",
  "total_charge": 0,
  "orbital_gap_ev": 10.56
}



Most stable to least stable, the ends of the list are P and Q.



--- P ---
{
  "formula": "C4H9NO3",
  "method": "ωB97M-V with the def2-TZVPD basis set",
  "elements": ["C", "C", "O", "O", "H", "H", "H", "H", "C", "N", "C", "O", "H", "H", "H", "H", "H"],
  "positions_angstrom": [[1.68644, 0.45855, 0.50001], [0.21155, 0.63029, 0.76001], [-0.27933, -0.85282, 1.60888], [-0.27553, 1.64402, 1.22616], [0.39770, -1.39713, 2.03595], [2.16642, 0.30481, 1.46977], [2.08566, 1.36046, 0.04034], [1.92683, -0.38975, -0.13499], [-0.79359, 0.00946, -0.59648], [-0.05416, 0.16361, -1.81943], [-0.84744, -1.32320, -0.05651], [-1.99447, 0.71471, -0.51430], [-1.86435, 1.38620, 0.18632], [0.15826, 1.14589, -1.96118], [-0.62923, -0.13327, -2.60178], [-0.08266, -2.01522, -0.39218], [-1.81209, -1.70659, 0.24940]],
  "nbo_charge": [-0.709, 0.662, -0.747, -0.662, 0.485, 0.222, 0.240, 0.226, 0.199, -0.846, -0.017, -0.733, 0.500, 0.373, 0.365, 0.214, 0.229],
  "total_charge": 0,
  "orbital_gap_ev": 9.21
}



--- Q ---
{
  "formula": "C4H9NO3",
  "method": "ωB97M-V with the def2-TZVPD basis set",
  "elements": ["O", "C", "O", "C", "C", "C", "O", "N", "H", "H", "H", "H", "H", "H", "H", "H", "H"],
  "positions_angstrom": [[0.94440, 0.17825, 2.19344], [0.32116, -0.43207, 1.38547], [-0.70066, -1.33550, 1.59476], [0.52066, -0.36348, -0.14180], [-0.77912, 0.04390, -0.96588], [-0.96130, 1.59793, -1.08685], [-0.87820, -0.57866, -2.20354], [1.62755, 0.57203, -0.46949], [-1.42545, -0.87315, 2.03632], [0.71050, -1.45910, -0.34979], [-1.69423, -0.17963, -0.38154], [-0.22027, 1.94175, -1.79130], [-0.68112, 2.00961, -0.11313], [-1.94672, 1.93389, -1.36078], [-0.39902, -0.05806, -2.85573], [2.39267, 0.07181, -0.00626], [1.42214, 1.45315, -0.01272]],
  "nbo_charge": [-0.545, 0.782, -0.728, -0.202, 0.120, -0.640, -0.703, -0.827, 0.496, 0.239, 0.172, 0.208, 0.200, 0.223, 0.471, 0.368, 0.366],
  "smiles": "C[C@@H](O)[C@@H](N)C(=O)O",
  "total_charge": 0,
  "orbital_gap_ev": 10.38
}



--- R ---
{
  "formula": "C4H9NO3",
  "method": "ωB97M-V with the def2-TZVPD basis set",
  "elements": ["C", "C", "O", "O", "H", "H", "H", "H", "C", "C", "N", "O", "H", "H", "H", "H", "H"],
  "positions_angstrom": [[-0.93170, 1.73317, 0.15845], [0.20872, 0.95311, 0.72979], [-1.73014, -1.10059, 0.65797], [0.89720, 1.33934, 1.63431], [-2.09508, -1.96426, 0.89069], [-1.82016, 1.10926, 0.09992], [-1.13299, 2.59364, 0.79201], [-0.68760, 2.06557, -0.84821], [0.28671, -0.45726, -1.45032], [0.53045, -0.44301, 0.05740], [1.87615, -0.80731, 0.34916], [-0.29067, -1.40115, 0.72495], [1.98400, -1.81166, 0.41201], [2.19190, -0.40020, 1.22362], [0.59884, -1.42061, -1.84777], [-0.76687, -0.31133, -1.66867], [0.88126, 0.32329, -1.91531]],
  "nbo_charge": [-0.737, 0.598, -0.480, -0.530, 0.476, 0.256, 0.237, 0.238, -0.640, 0.278, -0.823, -0.300, 0.374, 0.393, 0.222, 0.219, 0.221],
  "smiles": "CC(=O)[C@@](C)(N)OO",
  "total_charge": 0,
  "orbital_gap_ev": 10.23
}



Most stable to least stable, the ends of the list are Q and R.